Below is a 16-piece molecular cluster, C57H146O25 overall at a distorted geometry, with properties calculated with wB97M-V/def2-TZVPD.

Structure (XYZ):
```
228
C57H146O25 wB97M-V/def2-TZVPD
O 1.0361 1.0587 -2.1942
O -3.4011 -3.8086 1.4888
O 7.0047 5.6683 -0.3164
O 4.0210 0.2270 5.7414
O 3.9856 0.2491 3.0072
O -0.0484 -3.1129 6.6804
O -0.2699 0.6277 0.3969
O -5.1347 3.6670 -0.3790
O 4.6551 -3.3260 -2.3488
O -4.9308 4.7152 -5.3504
O 6.4053 2.0761 -5.2352
O 0.7362 -0.7311 -8.4128
O 4.6939 5.2383 -2.0039
O 0.0748 -5.0058 -2.2263
O -0.9730 4.6089 4.4316
O 4.1292 -4.5689 0.3144
O -3.4243 -6.0362 4.3544
O -2.2500 4.8311 -3.9183
O -5.2138 -3.9549 -2.1050
O -7.5321 -1.7492 5.1491
O 2.4953 3.9643 1.5952
O -4.8285 -0.9874 -1.1888
O -5.2805 -1.6529 3.4827
O 3.2560 6.8153 2.2939
O 1.5745 -3.1870 1.2796
C 4.5343 5.2199 -0.5746
C -1.0151 2.6542 5.6989
C -0.7003 -2.0758 4.6285
C -0.4171 -0.2880 -0.6521
C -3.9465 4.9145 -6.3623
C 4.3951 0.7932 1.7340
C -0.5527 1.1758 -7.7439
C 1.2569 3.4105 1.0050
C -3.6170 1.9460 0.1546
C 1.2234 -3.8992 4.8838
C -2.8294 3.1132 3.9964
C 2.0469 6.2228 2.7173
C 1.1481 -4.8744 -4.3817
C 5.4579 -1.5164 -0.9830
C 0.7470 0.3937 -7.5309
C 4.7058 0.5918 -4.4661
C 3.0824 8.2304 2.2034
C -1.2294 3.9308 -3.4785
C -4.0630 -1.0190 -2.3906
C -5.9158 -3.2973 -1.0464
C -1.3019 3.2137 4.3636
C -6.0265 -1.7719 -1.2643
C 5.0113 1.8537 -5.2798
C -5.1106 -5.3790 -1.8631
C 2.7560 -2.3832 1.4750
C 5.2531 -5.4014 0.2322
C 4.5248 1.7106 -6.7753
C 2.8325 -5.1416 0.2693
C 3.0698 1.1168 3.7140
C -3.0103 -4.8763 2.3169
C -6.4479 -2.3538 2.9943
C -7.2889 -2.7973 4.1564
C 3.8956 -0.3759 7.0415
C -2.4737 -3.4394 0.4555
C 5.6476 6.0108 0.0787
C -8.3957 -2.0976 6.2209
C 6.9879 -2.8661 -2.5224
C -5.0470 2.5267 0.4987
C -3.9836 -5.1124 3.4211
C -3.5027 4.6610 -3.2499
C -6.1973 1.5942 0.1636
C 3.7806 4.4142 -2.6839
C -0.0821 -4.4668 -3.5372
C -4.6120 5.3507 -4.0690
C -0.2372 0.3679 -1.9970
C -4.6427 -0.8943 2.4901
C 2.1976 0.3556 -1.8449
C -0.1312 -3.3708 5.2907
C 2.2621 4.6779 2.8150
C -0.5913 0.0504 1.6475
C 5.6030 -2.2357 -2.3307
C -3.7150 -7.3779 3.9386
C 0.8493 -0.2030 -6.0866
C 2.7905 0.4797 5.1302
C -0.3469 -2.9661 -3.5566
C 8.0231 6.3557 0.4593
C 1.7485 -4.1016 0.2479
H -3.9597 -1.9689 -2.9152
H -3.3807 5.1724 -2.2951
H -2.8262 -2.5845 -0.1215
H -2.9890 3.4866 2.9849
H -6.7155 -1.2960 -0.5665
H 8.9870 6.1702 -0.0146
H 1.3010 6.3985 1.9421
H -4.4841 -0.3544 -3.1450
H -1.4389 2.9065 -3.7867
H 1.2513 -5.9147 -4.6903
H -4.7364 -5.7387 -2.8215
H 2.3266 0.2114 -0.7722
H 0.2368 -3.8989 7.1521
H -1.1330 1.5719 5.7514
H -3.7110 3.6247 -2.9839
H 4.5469 2.7422 -4.8520
H -8.2670 -3.1758 3.8595
H -2.8476 2.7136 0.2376
H -0.2626 4.1784 -3.9167
H 2.1340 8.5200 1.7510
H -6.9113 -3.7239 -0.9234
H 6.1175 -4.7600 0.4042
H 0.5048 4.1718 0.7982
H -3.1068 4.2484 -6.1641
H 2.9033 -0.2790 7.4818
H 1.9156 -3.5577 -0.6818
H 0.5304 -2.3755 -3.2928
H 4.4082 -3.5052 -1.4386
H 1.0905 0.5234 -5.3106
H -2.3485 -4.2372 -0.2765
H -1.4540 -3.1876 0.7467
H 2.0941 -4.5368 -3.9583
H -1.1855 -2.7140 -2.9075
H -3.5183 3.5842 4.6976
H 1.4441 4.2380 3.3855
H -0.3156 -0.3767 -2.7893
H 1.6199 1.0177 -7.7227
H -0.5092 0.8580 2.3749
H -5.2937 -3.4801 -0.1702
H 0.0257 -1.2627 4.6266
H 3.4578 2.1333 3.7792
H 2.6779 -5.8077 -0.5796
H -3.4566 1.4634 -0.8094
H -3.2536 -8.0650 4.6480
H -4.3625 -5.6035 -1.1028
H 4.6043 0.0620 7.7443
H 5.4363 -5.9268 -0.7051
H 5.0829 0.8626 -7.1722
H -1.9987 -4.6124 2.6253
H -0.2834 -5.8963 -2.2428
H 1.0937 -4.3696 -5.3462
H 6.6808 2.1770 -4.3212
H -3.2094 1.2218 0.8599
H -1.0596 -2.2004 3.6070
H 3.2019 8.7413 3.1589
H 5.0905 1.5926 1.9898
H 0.7522 -4.5131 0.0859
H 5.5454 5.7938 1.1420
H 4.9770 0.7570 -3.4234
H 3.1193 4.4593 3.4517
H -4.9697 -5.2556 2.9791
H 3.9563 3.3611 -2.4646
H -0.6201 1.4630 -8.7932
H -5.0496 -1.0236 1.4871
H 8.0085 5.9361 1.4652
H -1.4617 -0.5991 -0.6439
H -0.0995 -0.6125 -5.7399
H -3.0664 -0.6222 -2.1969
H 7.0717 -3.7085 -1.8358
H -4.8745 0.1025 2.8654
H -1.6249 3.1906 6.4259
H -0.5936 -2.7984 -4.6051
H 2.0859 -0.3436 5.0122
H -0.9373 4.0015 -2.4307
H 4.9540 0.0058 1.2285
H -0.1041 -1.1648 -8.2473
H -3.6576 5.9629 -6.4365
H 5.4033 7.0495 -0.1436
H -0.8272 -4.1988 5.1557
H -9.3981 -2.2264 5.8127
H -0.9715 -4.9925 -3.8845
H 7.6970 -2.0966 -2.2170
H -2.8308 -5.7562 1.6991
H 2.2085 -0.6514 -2.2620
H 2.7195 4.4365 -2.4355
H -4.3597 4.6338 -7.3311
H 1.7638 6.6204 3.6919
H 0.8241 2.6751 1.6831
H -6.1994 0.7571 0.8618
H -3.5625 -1.0111 2.4035
H 2.2803 1.2472 5.7121
H 2.1049 1.2021 3.2143
H 1.6893 -0.8977 -6.0834
H 1.2391 -4.1477 3.8226
H 6.1269 -0.6602 -0.8962
H 4.4608 -1.0774 -0.9495
H 2.5509 -1.5757 2.1777
H -6.8162 -3.6491 4.6455
H 0.0091 -0.7789 2.0216
H 4.6633 2.6174 -7.3641
H 3.8440 8.6176 1.5266
H 0.0183 2.7684 6.0263
H 5.1687 -0.3276 -4.8245
H -6.5248 -1.6426 -2.2251
H 5.5812 -2.1641 -0.1150
H -0.7134 2.8053 3.5420
H -6.1405 1.1281 -0.8201
H 3.6645 1.2089 1.0401
H 0.2705 -1.1187 -0.4930
H -3.1797 2.0854 3.9012
H -0.6314 2.0804 -7.1409
H 4.1593 -1.4182 6.8619
H 5.2487 -6.1268 1.0457
H 3.4918 5.4654 -0.3719
H 4.6607 4.1819 -0.2670
H 3.6247 0.4549 -4.4410
H -5.4911 5.3520 -3.4246
H 5.3493 -1.6026 -3.1810
H 1.5237 2.9905 0.0352
H -6.0443 -5.8668 -1.5829
H 2.9626 -1.9524 0.4952
H 2.7166 -5.7554 1.1626
H 7.1064 -3.2438 -3.5379
H 3.4717 1.4389 -6.8469
H -1.2223 5.0489 3.6156
H -4.3498 6.4031 -4.1775
H -7.0814 -1.7562 2.3388
H -1.0927 1.0347 -2.1045
H -1.3792 0.5475 -7.4118
H 1.4187 -4.7916 5.4784
H -1.6425 -0.2356 1.6838
H -1.4828 -1.7042 5.2901
H -4.7764 -7.6242 3.9677
H -3.3895 -7.6798 2.9431
H -5.7936 4.2119 0.0576
H -8.3944 -1.4489 7.0969
H -7.9951 -3.0386 6.5978
H -4.1589 -4.1746 3.9482
H -7.1722 2.0816 0.1653
H 7.8705 7.4278 0.5839
H 3.0332 0.9012 -2.2833
H 3.8805 4.4823 -3.7672
H 2.0159 -3.1656 5.0316
H 3.6085 -2.9858 1.7884
H -5.0810 2.8686 1.5331
H -6.0658 -3.2349 2.4788
```

LUMO level in eV: 0.17
E in eV: -112649.4905
Net charge: 0
Frontier orbital gap in eV: 9.46
Maximum force in hartree/bohr: 0.0526


Below is a 12-piece molecular cluster, C57H150N11O19 overall at a distorted geometry, with properties calculated with wB97M-V/def2-TZVPD.

Structure (XYZ):
```
237
C57H150N11O19 wB97M-V/def2-TZVPD
O 18.0504 5.2726 3.3930
O 17.4313 3.5780 8.1863
O 15.8568 0.8963 5.2379
O 13.1181 -2.3846 5.4458
O 12.0301 11.7656 -1.5415
O 22.1460 -0.3269 6.3995
O 8.5186 -1.1461 5.3156
O 13.2498 0.5732 10.4876
O 14.8575 6.0814 0.1810
O 15.1750 8.5636 4.7875
O 6.7608 2.6428 10.6195
O 10.5764 4.0658 13.0602
O 8.7261 6.9120 7.7015
O 8.1212 3.2077 6.5265
O 12.8898 5.5094 6.6350
O 20.8080 7.2850 10.7916
O 16.8984 -0.5789 2.4870
O 14.3235 13.7981 6.4676
O 5.3823 6.3947 3.6448
N 17.9332 1.6091 3.7358
N 10.4129 4.9481 10.4883
N 14.0625 9.1909 0.1194
N 18.3030 5.9977 9.5803
N 12.9766 8.1967 6.6338
N 9.7387 1.8243 11.3266
N 12.8425 5.1759 9.4869
N 7.3177 4.1534 3.8632
N 15.5568 11.6897 4.8026
N 18.4793 0.0597 6.0724
N 10.7394 -1.6947 7.0473
C 9.6912 6.6809 8.7736
C 18.4964 5.7369 8.1444
C 14.5996 0.7217 4.5092
C 15.8216 7.3176 5.1139
C 10.7809 0.7836 11.1502
C 13.3616 7.8879 0.1933
C 8.4925 1.2122 11.6158
C 16.1513 3.8726 7.6715
C 8.2927 -1.1545 6.7056
C 14.8030 11.3210 5.9567
C 5.7598 5.6421 2.5699
C 20.8938 -0.2192 5.6905
C 4.0880 6.8988 3.5153
C 15.2852 10.7806 3.7078
C 22.0885 7.9009 10.8702
C 5.6572 3.5170 10.7997
C 16.0114 -0.0130 6.3001
C 12.0483 1.2959 10.3949
C 8.6617 2.6541 5.3287
C 7.4274 2.2813 11.8869
C 10.7673 12.4124 -1.5234
C 9.4622 5.3025 9.3829
C 22.1882 -1.3859 7.4143
C 12.0615 -1.0751 7.2047
C 14.8419 12.4669 6.9716
C 8.0315 2.3768 7.6849
C 9.6553 -0.7593 7.3191
C 18.8847 6.3249 3.6889
C 15.9535 9.4326 3.9354
C 13.1126 -2.1163 6.8586
C 11.4178 3.5450 14.0623
C 12.0957 10.5055 -0.8709
C 12.4104 3.1150 6.5316
C 12.5787 4.4320 5.7601
C 14.0883 -3.3442 4.9996
C 18.6004 3.9324 3.5855
C 7.2551 -1.2647 4.6147
C 14.1111 6.8628 1.0821
C 19.7940 0.4492 6.5687
C 10.1748 5.9049 11.5626
C 14.3054 1.0229 9.7165
C 13.5188 4.2605 4.5243
C 17.5228 2.8972 3.2710
C 15.7786 5.2446 0.8208
C 17.7438 0.2376 1.6863
C 9.0212 6.2060 6.5033
C 12.9314 13.7512 6.2612
C 19.3995 5.5048 10.4199
C 16.1442 -1.5490 1.7630
C 8.6939 3.6142 4.0424
C 20.7540 6.0577 10.1685
C 7.2199 5.0735 2.7469
C 13.5728 10.0974 -0.9482
C 17.3222 0.3537 6.9586
C 10.9855 5.4031 12.8248
C 18.6794 0.9296 2.6948
C 18.5659 4.2576 7.7061
H 13.3515 2.6881 6.8784
H 10.6911 6.6727 8.3398
H 21.0410 6.0366 9.1171
H 23.2380 -1.5636 7.6476
H 10.4944 13.0878 -2.3342
H 20.6184 -1.2452 5.4465
H 16.2227 4.5558 0.1022
H 16.9740 9.5163 4.3092
H 12.6006 13.1195 5.4369
H 14.2235 10.5952 3.5450
H 8.5858 0.4380 12.3774
H 3.8433 7.2185 2.5024
H 9.1158 5.8947 11.8207
H 11.4689 9.8804 -1.5069
H 13.0558 6.1529 9.6287
H 12.0383 2.3713 5.8270
H 6.7334 -2.1600 4.9531
H 7.3940 4.4508 1.8694
H 11.1136 2.5337 14.3323
H 12.1772 -0.1820 6.5906
H 16.0508 -1.0350 5.9231
H 11.7612 1.3069 9.3435
H 17.2701 3.0145 2.2172
H 14.1719 11.0078 -0.9655
H 19.7578 6.3723 3.0381
H 17.1707 0.9164 1.0548
H 9.9675 11.6821 -1.4003
H 9.5972 5.2911 6.6418
H 7.8793 3.1037 12.4415
H 19.3695 1.5307 2.1028
H 11.4241 4.0631 15.0213
H 15.6096 11.2457 2.7769
H 21.6617 -2.2780 7.0753
H 12.9810 7.1923 6.7403
H 9.0141 2.0277 8.0022
H 9.7052 2.3910 5.5019
H 13.1146 7.4228 -0.7611
H 9.6882 6.8113 5.8894
H 15.1180 -3.1907 5.3224
H 3.3002 6.2110 3.8226
H 22.0254 8.8980 11.3058
H 8.8539 3.0271 3.1381
H 16.0408 6.7607 4.2029
H 7.6865 2.9639 8.5360
H 6.6624 1.9118 12.5698
H 17.0967 1.0653 3.8931
H 20.9260 0.4164 4.8056
H 8.4530 5.2387 9.7898
H 14.5021 -0.2194 3.9680
H 16.1584 9.0357 2.9412
H 15.2429 0.5005 9.9069
H 19.8392 0.0596 7.5857
H 12.8392 -3.0272 7.3910
H 10.6812 -2.0935 6.1212
H 15.7930 4.6696 8.3231
H 12.0679 8.5866 6.8397
H 13.4097 6.2796 1.6788
H 11.7445 3.1827 7.3919
H 12.1780 2.3308 10.7115
H 10.7009 13.0147 -0.6174
H 12.4490 3.5013 13.7119
H 15.8487 12.8024 7.2204
H 14.3952 12.2330 7.9379
H 19.1760 6.1080 4.7166
H 9.3920 4.4172 4.2789
H 5.7392 6.3083 1.7074
H 14.5334 1.5550 3.8097
H 18.6823 4.1604 6.6267
H 10.3918 -0.1101 10.6624
H 22.6572 7.2978 11.5780
H 12.1776 -0.8151 8.2568
H 19.2266 5.7009 11.4781
H 14.5636 2.0789 9.6376
H 19.4648 3.7846 2.9381
H 18.2598 0.6382 5.2742
H 10.5570 6.8844 11.2750
H 13.2899 8.4305 5.7025
H 17.4055 -0.1440 7.9247
H 15.5172 -1.0806 1.0044
H 13.7059 9.6418 -1.9294
H 13.5855 8.6174 7.3210
H 21.5304 5.4427 10.6235
H 8.0738 5.9428 6.0329
H 10.0579 2.3516 12.1266
H 7.5436 -0.4567 7.0800
H 19.3073 0.1695 3.1596
H 19.2886 6.3541 7.7206
H 5.3428 3.9428 9.8468
H 9.9113 0.2099 6.8910
H 8.2051 1.6794 5.1565
H 15.2308 12.5558 4.3979
H 17.6290 6.1497 7.6292
H 9.5958 4.5453 8.6103
H 21.8061 -1.0215 8.3679
H 19.9860 1.5124 6.7133
H 14.5286 3.9541 4.7974
H 15.2864 6.5650 5.6928
H 8.1260 0.6911 10.7313
H 13.7710 11.0869 5.6953
H 15.3101 4.5993 1.5638
H 19.4148 3.7714 8.1866
H 15.4641 3.0383 7.8114
H 12.4892 13.3780 7.1849
H 15.2490 10.4313 6.4013
H 12.8762 5.0399 8.4867
H 7.3430 -1.3993 3.5366
H 13.7079 -4.2964 5.3694
H 13.7975 1.0238 5.1825
H 14.1016 -1.8898 7.2570
H 10.7717 6.0776 13.6540
H 18.3558 -0.3462 0.9988
H 6.0367 4.2449 11.5169
H 12.0542 5.4133 12.6102
H 16.2072 4.2574 6.6532
H 18.2676 7.2231 3.6650
H 7.3413 1.5539 7.4991
H 16.5705 5.7816 1.3428
H 13.9960 -3.3719 3.9138
H 13.6170 5.1595 3.9157
H 11.9158 4.9078 9.7859
H 15.0271 8.9263 -0.0208
H 16.6586 3.2321 3.8447
H 6.8978 4.4694 4.7256
H 10.0367 4.0419 10.7279
H 14.6978 7.3559 1.8572
H 4.7566 3.0214 11.1620
H 13.0709 3.4689 3.9236
H 11.7426 10.6300 0.1528
H 15.2067 0.0834 7.0290
H 13.5898 4.7510 10.0171
H 16.7657 -2.3109 1.2926
H 5.0459 4.8357 2.4018
H 8.0284 5.7990 2.6568
H 11.1547 0.4173 12.1064
H 15.5056 -2.0245 2.5075
H 17.6249 5.2669 9.7424
H 12.4754 8.0421 0.8088
H 14.0018 0.7960 8.6945
H 8.0467 -2.1363 7.1100
H 11.6009 4.6542 5.3327
H 12.5976 14.7820 6.1422
H 9.6081 -0.7244 8.4075
H 19.3675 4.4153 10.4154
H 16.6738 7.5386 5.7566
H 17.3581 1.4232 7.1660
H 18.9850 3.8022 4.5970
H 6.5627 -0.4259 4.6861
H 3.8841 7.7169 4.2061
H 22.5307 8.0493 9.8850
H 9.5643 7.4894 9.4935
```

LUMO level in eV: -2.77
E in eV: -116813.3374
Net charge: +1
Frontier orbital gap in eV: 6.95
Maximum force in hartree/bohr: 0.0786